89
Properties=species:S:1:pos:R:3:forces:R:3 method="wB97M-V/def2-TZVPD" lumo_energy_ev=-3.27 total_charge=+1 e_tot_ha=-3711.92793
N -6.734736 -2.885868 -1.661676 -0.013 -0.154 -0.551
C -5.560352 -2.636727 -2.037618 -0.043 0.125 1.031
C -4.491296 -2.223760 -1.022238 0.710 0.406 -0.225
C -3.134191 -2.770391 -1.300513 0.408 -0.173 -0.136
N -2.190674 -2.310156 -2.120260 -0.427 -0.313 0.410
C -1.151667 -3.144136 -1.962890 0.676 0.101 -0.417
N 0.009790 -2.988605 -2.601472 -0.125 0.265 -0.067
S 0.141045 -1.665520 -3.713201 -0.067 0.066 0.006
C 1.183251 -3.854142 -2.439086 0.718 0.084 -0.947
C 2.511259 -3.125065 -2.749562 -0.095 -0.951 1.252
C 3.631188 -3.960803 -2.059232 0.027 1.804 -0.901
S 3.853998 -3.355389 -0.399885 -0.709 -1.744 2.205
O 4.712516 -4.238185 0.313105 1.079 0.198 -0.780
O 2.583212 -3.204744 0.270544 -0.569 0.744 -1.020
O 4.482600 -1.905340 -0.529249 -0.562 -0.459 -0.779
N -1.437184 -4.152277 -1.085161 0.103 1.040 0.331
C -0.714833 -5.310331 -0.592979 0.308 -1.416 -0.035
O -0.694916 -6.300261 -1.248550 -0.051 -0.031 -0.467
N -0.086003 -5.264880 0.651486 -1.188 1.096 0.009
C -0.572102 -4.219286 1.512618 0.212 0.227 0.459
O -1.685095 -4.116924 1.890078 -0.599 -0.160 0.014
F 0.342770 -3.365503 1.869796 0.424 -0.117 -0.194
N -2.713078 -3.865592 -0.674568 -0.851 -0.062 0.244
H -6.831227 -2.799844 -0.650515 -0.117 0.014 0.003
H -5.279101 -2.671366 -3.088414 -0.064 0.008 -0.007
H -4.748088 -2.511114 -0.000911 -0.304 -0.121 -0.126
H -4.386246 -1.134072 -0.998712 -0.118 0.001 -0.224
H -0.856593 -2.002616 -4.556281 0.114 -0.166 0.147
H 1.133272 -4.675202 -3.161409 -0.263 -0.172 0.244
H 1.297942 -4.245588 -1.429501 -0.522 0.187 0.100
H 2.691536 -3.055070 -3.815699 0.008 0.192 0.007
H 2.535698 -2.152752 -2.256705 -0.182 0.232 -0.478
H 3.430293 -5.028090 -2.052365 0.239 -0.052 0.264
H 4.557580 -3.707220 -2.576539 0.189 -0.494 0.127
H 3.802184 -1.306430 -0.178101 0.174 0.213 0.002
H -0.261445 -6.159511 1.106078 0.577 -0.159 -0.054
H -3.236985 -4.396291 0.006811 0.386 -0.238 0.109
O 6.665275 2.231598 -0.083440 0.933 -2.301 -2.171
P 7.649887 1.532059 0.781215 -0.114 3.382 5.338
O 6.752522 0.877626 1.985693 0.310 -0.249 -0.733
C 5.886229 -0.205298 1.662728 -0.188 -0.262 0.047
C 6.631831 -1.471028 1.279320 0.451 0.221 0.127
O 8.331888 2.801958 1.541357 0.218 -0.442 -0.256
C 8.081694 4.155434 1.164358 -0.172 0.382 0.101
C 6.937144 4.740152 1.965916 -0.053 -0.088 0.180
O 8.944387 0.596719 0.997285 -1.156 -0.445 -2.209
C 10.128181 0.945144 1.738182 0.834 0.084 0.090
C 9.908049 0.938565 3.232875 -0.397 -0.090 0.116
H 5.212021 0.106166 0.856271 0.036 0.100 0.024
H 5.278941 -0.392394 2.549275 0.053 0.133 0.054
H 7.190706 -1.332843 0.349428 -0.047 -0.043 -0.001
H 5.950144 -2.296402 1.140226 0.033 -0.122 0.164
H 7.352526 -1.739716 2.051351 -0.011 0.060 0.044
H 7.907849 4.241786 0.093460 -0.131 -0.177 -0.002
H 8.996108 4.712671 1.378797 0.066 -0.153 0.061
H 6.048704 4.111043 1.911203 0.009 -0.003 -0.189
H 6.684856 5.737972 1.605370 0.020 0.005 0.005
H 7.212469 4.809308 3.019501 0.023 0.052 -0.014
H 10.541903 1.886916 1.386303 -0.258 0.118 0.005
H 10.866092 0.180929 1.488571 -0.218 -0.117 -0.173
H 9.113539 1.615771 3.537552 0.046 0.111 -0.098
H 10.825192 1.239486 3.740445 0.051 -0.059 -0.067
H 9.626082 -0.058461 3.574557 0.105 -0.030 -0.011
O -6.747426 1.479876 -1.147400 3.934 0.448 -1.650
P -6.587492 2.893188 -0.651890 -7.638 0.236 3.893
O -7.066485 2.541414 0.909627 0.650 -0.165 0.194
C -6.164573 1.851742 1.765083 -0.061 -0.007 0.024
C -4.949043 2.684966 2.134293 0.069 0.002 -0.111
O -7.973218 3.507225 -1.253274 0.959 0.502 -0.528
C -8.694886 2.897250 -2.324807 -0.389 -0.210 -0.167
C -9.756836 1.955576 -1.795759 -0.047 0.012 0.225
O -6.100206 4.350174 -0.098110 2.320 -1.030 -1.684
C -6.863017 5.570709 -0.137986 -0.068 0.860 -0.376
C -7.987088 5.589597 0.871583 -0.042 -0.402 0.223
H -5.855821 0.912549 1.289809 -0.019 -0.024 0.021
H -6.722944 1.598494 2.666512 -0.091 0.011 -0.050
H -4.328070 2.889765 1.257176 0.022 -0.013 0.038
H -4.333034 2.162285 2.867834 -0.027 -0.023 0.007
H -5.250468 3.646840 2.545922 -0.016 -0.014 0.042
H -8.023072 2.396761 -3.020146 0.104 -0.094 0.161
H -9.172642 3.706831 -2.880005 0.084 0.110 0.114
H -9.338292 1.231688 -1.096859 0.125 -0.041 -0.121
H -10.236302 1.418009 -2.614335 -0.004 0.028 -0.012
H -10.519111 2.516011 -1.252690 -0.028 0.013 -0.060
H -7.211288 5.778727 -1.146922 -0.096 -0.234 -0.018
H -6.157269 6.366824 0.105669 0.207 -0.219 0.017
H -8.678183 4.760473 0.739932 0.004 0.015 -0.131
H -8.548561 6.519625 0.775750 0.105 0.059 -0.029
H -7.593214 5.517289 1.885972 0.020 0.094 -0.009